{
  "formula": "C4H4BrF2NO",
  "method": "the ωB97M-V functional and the def2-TZVPD basis",
  "symbols": ["Br", "F", "F", "O", "N", "C", "C", "C", "C", "H", "H", "H", "H"],
  "xyz": [[-2.36565, 1.30236, 0.23939], [-0.91253, -2.69314, -0.11484], [-1.20085, -0.27634, -1.93092], [2.19431, -0.39047, 1.07282], [-0.02413, -0.52059, 0.36482], [1.28162, 0.03768, 0.53118], [-1.25284, -0.16843, -0.10950], [-1.09347, -1.50029, 0.54449], [1.29990, 1.26585, -0.35580], [1.17941, 0.97656, -1.37985], [2.10266, 1.89423, -0.24305], [0.28292, 1.72994, -0.13009], [-1.49135, -1.65735, 1.51135]],
  "forces_ev_per_angstrom": [[0.279, -0.413, -0.119], [-0.572, 1.383, 0.314], [-0.315, 0.234, 3.911], [2.888, -2.557, 2.928], [-2.450, -0.567, 0.569], [-2.394, 2.967, -3.928], [1.512, -1.010, -3.693], [1.830, -0.272, -1.194], [-3.947, -0.761, 0.688], [0.102, -0.442, -0.657], [1.821, 1.383, 0.605], [1.626, 0.299, -0.340], [-0.381, -0.244, 0.915]],
  "nbo_charge": [0.18, -0.31, -0.51, -0.48, -0.49, 0.73, 0.34, 0.34, -0.71, 0.26, 0.23, 0.22, 0.18],
  "relative_energy_kcal_mol": 33.5,
  "fmax_ev_per_a": 5.5,
  "homo_ev": -11.00,
  "spin_multiplicity": 1,
  "lumo_ev": -0.243,
  "total_energy_ev": -83224.483
}

***

{
  "formula": "C4H4BrFO",
  "method": "the ωB97M-V functional and the def2-TZVPD basis",
  "symbols": ["Br", "F", "O", "C", "C", "C", "C", "H", "H", "H", "H"],
  "xyz": [[2.95560, -1.22307, -0.21929], [-1.97688, -0.88730, 0.89059], [0.96738, -0.35612, -1.95257], [0.30192, -0.15126, 0.44949], [-1.17386, -0.24256, 0.04733], [1.28157, -0.47871, -0.84530], [-0.58874, 1.08033, 0.38014], [-0.55304, 1.77324, -0.36330], [-0.74399, 1.49322, 1.30459], [-1.22351, -0.42574, -1.00754], [0.75356, -0.58203, 1.31587]],
  "forces_ev_per_angstrom": [[0.351, -0.085, -0.201], [-0.993, -0.390, 0.328], [-0.069, 0.228, -1.987], [1.345, -0.439, -3.907], [2.515, 0.631, 0.450], [-1.919, 0.525, 4.341], [0.154, -2.752, 0.474], [0.554, 1.676, -2.178], [-0.672, 0.806, 2.230], [-0.885, -0.426, -0.302], [-0.380, 0.226, 0.752]],
  "nbo_charge": [-0.04, -0.32, -0.51, -0.35, 0.21, 0.54, -0.43, 0.23, 0.23, 0.19, 0.25],
  "smiles": "O=C(Br)[C@H]1C[C@@H]1F",
  "relative_energy_kcal_mol": 2.3,
  "fmax_ev_per_a": 4.8,
  "homo_ev": -10.28,
  "spin_multiplicity": 1,
  "lumo_ev": 0.727,
  "total_energy_ev": -79018.662
}

***

{
  "formula": "C4H4BrN",
  "method": "the ωB97M-V functional and the def2-TZVPD basis",
  "symbols": ["Br", "N", "C", "C", "C", "C", "H", "H", "H", "H"],
  "xyz": [[3.00746, 0.20698, 0.01314], [-0.94983, -1.09881, -0.00805], [0.26358, -1.38827, -0.00374], [1.15632, 0.08658, -0.01639], [0.18774, 0.99041, -0.03717], [-1.15651, 0.32175, 0.00541], [0.27194, 2.06015, -0.07255], [-1.67383, 0.57110, 0.93505], [-1.80777, 0.61313, -0.82092], [0.70088, -2.36303, 0.00523]],
  "forces_ev_per_angstrom": [[0.040, 0.100, -0.034], [-0.652, -0.854, 0.001], [2.129, 3.771, -0.024], [-2.152, -3.115, 0.011], [0.171, -0.071, -0.025], [0.199, 0.317, 0.040], [0.204, 0.223, 0.050], [-0.127, 0.086, -0.016], [-0.005, 0.007, -0.003], [0.194, -0.464, 0.000]],
  "nbo_charge": [0.11, -0.39, 0.11, -0.20, -0.25, -0.28, 0.23, 0.23, 0.23, 0.20],
  "smiles": "BrC1=CCN=C1",
  "relative_energy_kcal_mol": 12.1,
  "fmax_ev_per_a": 4.3,
  "homo_ev": -9.53,
  "spin_multiplicity": 1,
  "lumo_ev": 0.892,
  "total_energy_ev": -75743.834
}

***

{
  "formula": "C4H4BrN3S",
  "method": "the ωB97M-V functional and the def2-TZVPD basis",
  "symbols": ["Br", "S", "N", "N", "N", "C", "C", "C", "C", "H", "H", "H", "H"],
  "xyz": [[3.40702, -2.23220, -0.56077], [1.58550, 1.03397, 0.44019], [-0.73381, 0.18338, -0.08757], [-0.02865, -0.27997, -1.09364], [-0.80684, 1.28602, 1.89308], [1.18206, 0.11238, -1.03473], [-2.08216, 0.84315, 1.44757], [-2.01986, 0.19628, 0.26649], [-0.07138, 0.84237, 0.92797], [1.82278, -0.03165, -1.88194], [-2.86300, 0.96211, 2.10229], [-2.74500, -0.31866, -0.40745], [3.35333, -2.59720, -2.01146]],
  "forces_ev_per_angstrom": [[0.105, -0.579, -1.600], [0.153, -0.359, -0.647], [1.449, 0.851, 2.168], [-0.142, -0.369, -2.109], [-1.287, -0.845, -0.924], [-0.143, 0.715, 0.919], [2.014, 0.356, 0.447], [-2.686, -1.515, -1.479], [1.394, 0.470, -0.682], [0.468, -0.153, 0.201], [-1.907, 0.349, 1.008], [0.513, 0.701, 1.058], [0.067, 0.377, 1.641]],
  "nbo_charge": [-0.21, 0.34, -0.20, -0.23, -0.45, -0.11, -0.09, -0.11, 0.15, 0.23, 0.21, 0.24, 0.22],
  "smiles": "c1cn2ncsc2n1.Br",
  "relative_energy_kcal_mol": 11.1,
  "fmax_ev_per_a": 3.4,
  "homo_ev": -8.83,
  "spin_multiplicity": 1,
  "lumo_ev": 0.212,
  "total_energy_ev": -89559.296
}

***

{
  "formula": "C4H4BrNOS",
  "method": "the ωB97M-V functional and the def2-TZVPD basis",
  "symbols": ["Br", "S", "O", "N", "C", "C", "C", "C", "H", "H", "H", "H"],
  "xyz": [[-0.26598, -1.82819, -1.92866], [0.57887, 1.21736, 1.24976], [2.51243, 2.16807, -0.41535], [1.18438, 0.48807, -1.14330], [-1.49582, -0.79416, 1.09797], [-0.34700, -0.06980, 0.48599], [1.62633, 1.37277, -0.15256], [0.16301, -0.36304, -0.81116], [-1.22192, -1.21806, 2.04026], [1.46166, 0.62470, -2.11071], [-2.12707, -0.04420, 1.32129], [-2.06888, -1.55354, 0.36647]],
  "forces_ev_per_angstrom": [[0.058, 0.666, 0.352], [-0.245, -0.408, -0.128], [-0.622, -0.364, 1.177], [0.314, -0.213, -0.158], [0.850, -2.528, -2.048], [1.155, -2.074, -4.101], [0.639, 0.570, -2.458], [-1.330, 1.082, 3.804], [0.128, -0.845, 0.488], [0.275, 0.027, 0.478], [-2.923, 2.380, 0.883], [1.703, 1.706, 1.711]],
  "nbo_charge": [0.11, 0.34, -0.59, -0.63, -0.63, -0.25, 0.48, 0.06, 0.22, 0.43, 0.22, 0.24],
  "smiles": "Cc1sc(=O)[nH]c1Br",
  "relative_energy_kcal_mol": 0.0,
  "fmax_ev_per_a": 4.7,
  "homo_ev": -8.22,
  "spin_multiplicity": 1,
  "lumo_ev": 0.419,
  "total_energy_ev": -88627.642
}

***

{
  "formula": "C4H4Cl12",
  "method": "the ωB97M-V functional and the def2-TZVPD basis",
  "symbols": ["Cl", "Cl", "Cl", "Cl", "Cl", "Cl", "Cl", "Cl", "Cl", "Cl", "Cl", "Cl", "C", "C", "C", "C", "H", "H", "H", "H"],
  "xyz": [[-15.40241, 24.47000, -13.59612], [-11.71780, 16.33982, -15.24975], [-15.71131, 21.13566, -11.19233], [-18.42520, 21.94968, -11.23928], [-10.67847, 17.48577, -17.80243], [-13.41911, 26.48956, -13.83533], [-13.91428, 25.20749, -11.32987], [-17.19050, 21.75102, -8.63166], [-13.23814, 19.91042, -14.49994], [-12.66588, 21.76192, -12.21266], [-10.94912, 19.45236, -12.65747], [-8.92875, 17.46913, -15.33895], [-17.28908, 21.05521, -10.29084], [-10.61550, 17.54726, -15.98037], [-13.82471, 24.93794, -13.07457], [-12.65408, 20.05545, -12.74802], [-13.40980, 19.52305, -12.17047], [-11.01693, 18.50511, -15.64951], [-13.05815, 24.17386, -13.20366], [-17.46522, 19.97980, -10.31467]],
  "forces_ev_per_angstrom": [[-0.115, -0.315, 0.004], [0.690, 0.253, -0.352], [-0.122, 0.352, 0.529], [-0.548, 0.025, -0.161], [0.168, -0.023, 1.463], [-0.040, -0.771, 0.235], [-0.202, -0.016, -0.108], [0.155, -0.737, -1.124], [0.410, 0.271, 1.428], [-0.028, -0.329, -0.090], [-1.574, 0.174, 0.132], [-1.041, -0.208, -0.499], [0.928, 0.129, 0.209], [-0.038, 0.150, -0.205], [0.557, 0.842, 0.430], [0.662, 0.023, -1.638], [0.655, -0.151, 0.135], [0.221, -0.146, -0.363], [-0.226, 0.121, -0.553], [-0.511, 0.357, 0.529]],
  "lowdin_spin": [0.32, 0.00, 0.08, 0.04, 0.00, 0.24, 0.34, 0.02, 0.00, 0.00, 0.00, 0.00, 0.00, 0.00, -0.03, 0.00, 0.00, 0.00, 0.00, 0.00],
  "s2": 0.754,
  "relative_energy_kcal_mol": 3.0,
  "fmax_ev_per_a": 1.8,
  "homo_ev": [-12.85, -12.85],
  "charge": 1,
  "spin_multiplicity": 2,
  "lumo_ev": [-3.975, -11.075],
  "total_energy_ev": -154470.099
}